The following is a DFT calculation (the ωB97M-V functional and the def2-TZVPD basis) of a molecular structure, C15H28O7SV in a non-equilibrium geometry.

**Charge**: -2
**Spin multiplicity**: 2
**Orbital gap (alpha / beta)**: 3.7382 / 5.0601 eV

Atoms and positions in Å:
O: 1.03326 -2.12381 1.65683
V: 0.20336 -0.83869 1.22979
O: 1.12324 0.46786 0.75602
C: -2.93187 -3.41113 -0.83557
C: -1.55240 -2.71945 -0.69665
C: -1.08576 -2.32415 -2.15590
O: -1.54590 -1.59662 0.20183
H: -3.61765 -2.73562 -1.34694
H: -3.32970 -3.57210 0.16639
H: -2.84276 -4.35485 -1.37366
H: -0.92975 -3.47066 -0.21075
H: -1.64909 -1.45488 -2.49521
H: -1.04773 -3.18249 -2.82665
H: -0.07239 -1.92989 -2.23166
C: -1.23304 0.29621 5.42972
C: -0.45337 0.44455 4.12160
C: 1.01916 -0.10534 4.24423
O: -1.10841 -0.10927 3.01189
H: -2.30960 0.43637 5.33235
H: -1.03451 1.11558 6.12059
H: -1.08678 -0.70176 5.84296
H: -0.31683 1.50803 3.92548
H: 1.40508 0.60766 4.97278
H: 1.63972 -0.03618 3.35080
H: 1.14284 -1.09568 4.68244
O: -2.00687 2.18214 0.44241
S: -1.00811 2.92374 -0.27202
O: -0.20085 2.28327 -1.29722
O: -1.81651 4.18298 -1.01870
C: -1.07384 5.01886 -1.89508
C: -1.94100 5.48353 -2.98196
C: 0.13306 3.82581 0.82952
H: -0.16753 4.58380 -2.31630
H: -0.78898 5.83233 -1.22782
H: -2.89128 5.96168 -2.74439
H: -2.30267 4.66753 -3.60761
H: -1.56646 6.25009 -3.66035
H: 0.82272 4.37752 0.19071
H: 0.69924 3.22605 1.54214
H: -0.45744 4.43542 1.51347
C: 3.52357 -1.98560 -2.89707
C: 3.57285 -1.76211 -1.55529
C: 3.05489 -2.61215 -0.63769
C: 2.39349 -3.74236 -1.14714
C: 2.22308 -4.01160 -2.47344
C: 2.83820 -3.11927 -3.34974
H: 4.04033 -1.33819 -3.59004
H: 4.05013 -0.80668 -1.39482
H: 3.09318 -2.36207 0.41226
H: 1.94999 -4.41561 -0.42850
H: 1.63849 -4.80556 -2.91421
H: 2.76912 -3.38719 -4.39369

Atom charges from the Mulliken analysis, given in e for atoms 1 to 5: number 1, O, carries -0.982; number 2, V, carries 1.487; number 3, O, carries -1.065; number 4, C, carries -1.626; number 5, C, carries 0.855